Entry from OMol25: a 11-piece molecular cluster, H21O11 overall (wB97M-V/def2-TZVPD).

The LUMO energy comes out at 0.105 Ha. As for the spin multiplicity: 1. For the calculated total energy, the calculation gives -22863.089 eV. As for the charge: -1. Its energy above the lowest of the compared OMol25 structures with the same formula, charge and spin is 371.0 kJ/mol. Its strongest force on any atom is 6.83 eV Å⁻¹. For the gap between HOMO and LUMO, the calculation gives 9.905 eV.

Last column: Löwdin charge in e.
Geometry (Å):
O1 0.9815 2.1074 -0.4312  -0.067
H1 1.5085 1.3927 -0.8689  0.010
H2 0.2968 1.5812 -0.2312  -0.132
O2 -2.5184 -0.6492 2.2298  -0.066
H3 -1.6778 -0.4561 2.5040  -0.029
H4 -2.6184 -0.9459 1.3058  -0.032
O3 1.6083 -0.3583 -1.2836  -0.183
H5 0.6699 -0.9910 -1.1720  0.127
H6 1.6130 -0.2719 -2.2508  0.053
O4 -0.7280 0.3735 0.1948  -0.216
H7 -0.9433 -0.2709 -0.7068  0.020
H8 -1.6553 0.5593 0.6064  0.073
O5 -1.9167 -3.6675 -2.4372  -0.072
H9 -1.4345 -2.8601 -2.2533  -0.042
H10 -2.7529 -3.2802 -2.5279  -0.015
O6 1.7969 -1.5296 1.3787  0.053
H11 1.8361 -0.6563 1.5521  -0.030
H12 4.5532 -0.0663 -0.0038  0.041
O7 4.4164 -0.1504 -0.9764  -0.123
H13 3.5503 0.3167 -1.2435  0.040
O8 -0.9404 -1.2155 -1.7639  -0.266
H14 1.1403 -1.5026 0.7994  -0.067
H15 -1.2928 -0.6275 -2.3008  -0.088
O9 -2.9767 -2.1864 0.2515  -0.114
H16 -2.0211 -2.2136 0.0117  0.037
H17 -3.0583 -3.0826 0.8204  0.147
O10 1.6496 2.6724 3.0421  -0.111
H18 1.4274 1.7253 3.0375  0.017
H19 1.3816 2.7511 2.0449  0.062
O11 -0.4630 4.9742 0.2071  -0.112
H20 -1.1986 4.3871 -0.2008  0.078
H21 -0.2336 4.1411 0.6659  0.005

=====

Entry from OMol25: a single C11H14ClNO molecule (wB97M-V/def2-TZVPD).

The LUMO energy comes out at 0.031 Ha. As for the spin multiplicity: 1. For the calculated total energy, the calculation gives -27691.973 eV. The structure (SMILES) is Clc1ccccc1CN1CCOCC1. Its energy above the lowest of the compared OMol25 structures with the same formula, charge and spin is 280.5 kJ/mol. Its strongest force on any atom is 3.48 eV Å⁻¹. For the gap between HOMO and LUMO, the calculation gives 8.738 eV.

Last column: Löwdin charge in e.
Geometry (Å):
C1 -1.9080 1.0135 -0.0781  -0.645
C2 -2.8900 0.7338 -1.0795  -0.086
C3 -3.2606 -0.6128 -1.2039  -0.100
C4 -2.8873 -1.6175 -0.2930  -0.080
C5 -2.0567 -1.2365 0.7391  -0.057
C6 -1.4037 0.0199 0.7621  -0.217
C7 -0.2215 0.3328 1.6866  -0.148
C8 1.8292 1.3238 0.5045  -0.151
C9 2.2487 1.2430 -1.0430  -0.188
C10 2.6376 -1.0469 -0.5697  -0.116
C11 1.3804 -1.1202 0.4069  -0.133
H1 -3.2273 1.5738 -1.7331  0.113
H2 -3.8784 -0.7685 -2.0501  0.085
H3 -3.1634 -2.6621 -0.6615  0.131
H4 -1.7572 -1.9289 1.4834  0.099
H5 -0.1970 1.3603 2.0264  0.090
H6 -0.1022 -0.3399 2.5545  0.127
H7 1.2233 2.1480 0.6539  0.039
H8 2.7137 1.5159 1.1849  0.124
H9 3.0679 1.8531 -1.1573  0.085
H10 1.4141 1.6529 -1.5804  0.106
H11 3.4433 -0.8510 0.1161  0.107
H12 2.8099 -1.9862 -1.0632  0.110
H13 0.4684 -1.4139 -0.1744  0.111
H14 1.5211 -1.9679 1.1069  0.115
N1 1.0890 0.1920 1.0299  -0.174
O1 2.4572 -0.0040 -1.6025  -0.124
Cl1 -1.3506 2.5935 0.0343  0.778

=====

Entry from OMol25: an isolated ion of composition C5H6N and charge +1 (wB97M-V/def2-TZVPD).

The LUMO energy (alpha / beta) comes out at -0.217 / -0.218 Ha. As for the spin multiplicity: 1. For the calculated total energy, the calculation gives -6759.560 eV. As for the charge: +1. Its energy above the lowest of the compared OMol25 structures with the same formula, charge and spin is 542.0 kJ/mol. Its strongest force on any atom is 1.77 eV Å⁻¹. For the gap between HOMO and LUMO (alpha / beta), the calculation gives 7.520 / 7.476 eV.

Last column: Löwdin charge in e.
Geometry (Å):
C1 -0.8333 1.0991 -0.4040  -0.096
C2 0.5283 -1.5844 -0.2778  0.257
C3 -2.0166 -0.9142 0.1609  0.221
C4 0.4758 0.9871 0.2087  -0.090
C5 1.0681 -0.4636 -0.1047  -0.090
N1 -1.6837 0.1915 -0.0903  0.047
H1 0.1435 -2.5489 -0.4786  0.073
H2 -2.6882 -1.5336 0.6995  0.104
H3 1.1558 1.7493 -0.1661  0.130
H4 0.4771 0.9936 1.3007  0.144
H5 2.1456 -0.3394 -0.0682  0.152
H6 -1.0473 1.7387 -1.2458  0.147

=====

Entry from OMol25: C8H8O3 as an isolated structure (wB97M-V/def2-TZVPD).

The LUMO energy comes out at 0.008 Ha. As for the spin multiplicity: 1. For the calculated total energy, the calculation gives -14562.676 eV. Its energy above the lowest of the compared OMol25 structures with the same formula, charge and spin is 586.0 kJ/mol. Its strongest force on any atom is 13.85 eV Å⁻¹. For the gap between HOMO and LUMO, the calculation gives 9.355 eV.

Last column: Löwdin charge in e.
Geometry (Å):
C1 2.0190 2.2581 1.3279  -0.507
C2 1.3107 1.4622 0.3098  -0.158
C3 -0.4282 -0.3683 0.2616  -0.250
C4 -0.5374 -0.2993 -1.1848  0.038
C5 -1.3220 -1.2391 -1.8026  -0.094
C6 -2.0065 -2.1215 -1.1007  -0.105
C7 -2.0043 -2.1823 0.2868  -0.058
C8 -1.1095 -1.3022 0.9094  -0.080
H1 3.2978 2.6306 -0.1565  0.161
H2 1.8043 0.9274 -0.4295  0.083
H3 0.6507 2.4395 -0.4046  0.230
H4 0.3273 0.5781 -1.5780  0.161
H5 -1.6192 -1.1888 -2.6241  0.002
H6 -2.7246 -2.7311 -1.4405  0.073
H7 -2.3249 -2.9112 1.1959  0.159
H8 -0.7322 -1.5045 2.1085  0.193
O1 3.1309 2.8328 0.8304  0.086
O2 1.7967 2.2085 2.5393  0.122
O3 0.4712 0.5110 0.9517  -0.059

=====

Entry from OMol25: a 15-piece molecular cluster, C54H90O45 overall (wB97M-V/def2-TZVPD).

The LUMO energy comes out at 0.008 Ha. As for the spin multiplicity: 1. For the calculated total energy, the calculation gives -149598.525 eV. Its strongest force on any atom is 2.75 eV Å⁻¹. For the gap between HOMO and LUMO, the calculation gives 10.696 eV.

Last column: Löwdin charge in e.
Geometry (Å):
C1 4.8934 -2.1437 -3.4490  -0.002
C2 5.6596 -1.2574 -2.4856  -0.288
C3 5.9873 0.1314 -3.0779  -0.050
O1 5.1562 1.0149 -2.3141  0.074
C4 4.5887 0.3606 -1.2744  -0.520
O2 3.8246 0.8791 -0.5237  0.139
O3 4.7487 -0.9668 -1.4223  0.051
H1 5.3876 -2.3657 -4.3933  0.095
H2 3.9565 -1.6179 -3.6714  0.089
H3 4.5724 -3.0782 -2.9891  0.081
H4 6.5579 -1.7585 -2.1264  0.137
H5 5.7756 0.1870 -4.1407  0.130
H6 7.0148 0.3992 -2.8362  0.135
C5 0.9259 -5.6063 2.7177  -0.003
C6 0.1585 -6.5393 1.8298  -0.270
C7 -1.1088 -7.1420 2.5056  -0.061
O4 -2.1795 -6.8263 1.6141  0.088
C8 -1.7328 -6.0327 0.6360  -0.560
O5 -2.4290 -5.5059 -0.1801  0.150
O6 -0.3997 -5.8646 0.6898  0.079
H7 0.5140 -4.6008 2.6785  0.064
H8 1.9486 -5.5153 2.3309  0.092
H9 1.0995 -5.9671 3.7315  0.085
H10 0.6733 -7.4301 1.4717  0.154
H11 -1.2594 -6.7973 3.5286  0.115
H12 -1.0679 -8.2315 2.5506  0.132
C9 -4.8588 5.5778 0.5631  -0.018
C10 -3.5320 4.9499 0.1993  -0.316
C11 -3.6973 3.5562 -0.4194  -0.082
O7 -2.8601 3.5936 -1.5683  0.050
C12 -2.3094 4.8068 -1.7208  -0.564
O8 -1.6345 5.1283 -2.6462  0.152
O9 -2.7110 5.6545 -0.7364  0.070
H13 -4.6693 6.5316 1.0649  0.086
H14 -5.4195 4.9598 1.2623  0.085
H15 -5.4877 5.8165 -0.2987  0.086
H16 -2.9381 4.9536 1.1168  0.137
H17 -4.7230 3.3157 -0.6826  0.120
H18 -3.2854 2.8582 0.3043  0.101
C13 -0.9372 0.9756 -0.9525  0.006
C14 0.1583 0.1676 -0.3158  -0.286
C15 0.7460 0.7595 0.9487  -0.091
O10 0.9759 -0.3634 1.7936  0.047
C16 0.3723 -1.4547 1.2654  -0.569
O11 0.4247 -2.5139 1.8041  0.125
O12 -0.2340 -1.1578 0.1068  0.084
H19 -0.5352 1.9411 -1.2446  0.096
H20 -1.7621 1.1131 -0.2470  0.084
H21 -1.3677 0.3648 -1.7448  0.080
H22 1.0069 0.0332 -0.9931  0.133
H23 0.0804 1.4631 1.4512  0.107
H24 1.6857 1.2687 0.7383  0.113
C17 -2.8443 -2.2583 1.4685  -0.005
C18 -4.3183 -2.3877 1.7772  -0.295
C19 -4.8623 -3.7887 1.5624  -0.087
O13 -5.6892 -4.0402 2.6860  0.081
C20 -5.5056 -3.0532 3.6015  -0.559
O14 -6.0399 -3.0349 4.6603  0.162
O15 -4.6731 -2.0947 3.1443  0.082
H25 -2.4966 -2.7481 0.5607  0.078
H26 -2.2595 -2.5878 2.3267  0.076
H27 -2.6508 -1.1990 1.2691  0.081
H28 -4.8299 -1.6317 1.1732  0.141
H29 -4.0208 -4.4785 1.4857  0.115
H30 -5.4228 -3.8271 0.6296  0.131
C21 -4.2134 -2.8880 -5.0610  -0.010
C22 -4.8001 -2.5014 -3.7356  -0.300
C23 -4.3896 -3.4129 -2.5731  -0.071
O16 -4.2972 -2.4983 -1.4773  0.052
C24 -4.1668 -1.2401 -1.9431  -0.560
O17 -4.0124 -0.2686 -1.2715  0.147
O18 -4.3560 -1.2160 -3.2751  0.084
H31 -3.1362 -3.0449 -5.0576  0.086
H32 -4.4195 -2.1348 -5.8240  0.091
H33 -4.7278 -3.7985 -5.3762  0.097
H34 -5.8913 -2.4670 -3.7840  0.157
H35 -3.5007 -4.0122 -2.7741  0.118
H36 -5.1460 -4.1625 -2.3346  0.140
C25 2.2920 2.3549 -6.9800  -0.021
C26 2.3600 2.1495 -5.4822  -0.283
C27 1.3573 2.9952 -4.6712  -0.081
O19 0.5938 2.0427 -3.9497  0.052
C28 1.1280 0.7992 -4.1239  -0.553
O20 0.7723 -0.1206 -3.4610  0.152
O21 1.9438 0.7946 -5.1788  0.088
H37 1.4176 1.8717 -7.4150  0.097
H38 3.1481 1.8595 -7.4443  0.085
H39 2.3211 3.4121 -7.2369  0.090
H40 3.3837 2.2304 -5.1155  0.148
H41 0.7602 3.6216 -5.3348  0.136
H42 1.8524 3.6868 -3.9893  0.119
C29 1.8568 -3.2989 -1.8208  -0.011
C30 0.4844 -3.8717 -1.6279  -0.290
C31 -0.6669 -3.1949 -2.3969  -0.066
O22 -1.2215 -4.2294 -3.2126  0.040
C32 -0.5055 -5.3636 -3.0675  -0.574
O23 -0.6751 -6.3600 -3.6916  0.159
O24 0.4806 -5.2051 -2.1684  0.089
H43 2.0870 -3.0921 -2.8729  0.085
H44 2.6515 -4.0093 -1.5722  0.094
H45 2.0995 -2.3852 -1.2746  0.079
H46 0.2347 -3.9084 -0.5681  0.123
H47 -0.3081 -2.4240 -3.0787  0.122
H48 -1.3605 -2.7912 -1.6608  0.114
C33 3.6281 -2.2617 2.7791  -0.004
C34 3.9888 -1.6936 1.4261  -0.273
C35 5.1974 -0.7285 1.4646  -0.088
O25 6.1954 -1.3717 0.6872  0.077
C36 5.6762 -2.4588 0.0695  -0.589
O26 6.2568 -3.0870 -0.7595  0.138
O27 4.4553 -2.7271 0.5401  0.090
H49 4.4274 -2.7688 3.3212  0.098
H50 2.7708 -2.9263 2.6904  0.066
H51 3.3254 -1.4176 3.4069  0.092
H52 3.0846 -1.2595 1.0026  0.128
H53 5.5637 -0.6499 2.4889  0.131
H54 4.9338 0.2489 1.0640  0.089
C37 8.0064 1.4148 3.5101  -0.019
O28 6.7162 1.5786 4.1039  0.006
C38 5.7075 1.8544 3.2953  -0.646
O29 5.7847 2.2316 2.1573  0.131
O30 4.5701 1.6600 3.9673  0.013
C39 3.3720 1.9148 3.2461  -0.028
H55 7.9077 0.6473 2.7385  0.094
H56 8.6966 1.0630 4.2662  0.095
H57 8.3370 2.3425 3.0484  0.098
H58 2.5397 1.9899 3.9364  0.093
H59 3.2212 1.2062 2.4321  0.076
H60 3.4381 2.8895 2.7493  0.101
C40 -1.0371 -2.6509 4.7852  -0.030
O31 -1.5768 -3.9020 5.2158  0.020
C41 -0.7346 -4.7453 5.7892  -0.635
O32 0.3574 -4.4988 6.2266  0.128
O33 -1.3137 -5.9543 5.8284  -0.020
C42 -0.5300 -6.9549 6.4736  -0.047
H61 -1.9028 -2.0717 4.4692  0.077
H62 -0.3007 -2.7890 4.0007  0.075
H63 -0.6411 -2.0739 5.6236  0.105
H64 -0.3339 -6.6857 7.5127  0.099
H65 0.4426 -7.0463 5.9891  0.089
H66 -1.0734 -7.8933 6.4604  0.095
C43 -6.0657 3.6353 -3.3859  -0.046
O34 -4.8943 2.9772 -3.8059  -0.020
C44 -4.9295 2.4635 -5.0454  -0.614
O35 -5.8527 2.5568 -5.8025  0.137
O36 -3.8392 1.7689 -5.3095  0.023
C45 -2.8274 1.5663 -4.3161  -0.018
H67 -6.9340 2.9783 -3.3166  0.104
H68 -6.3385 4.4664 -4.0414  0.103
H69 -5.8893 4.0847 -2.4103  0.072
H70 -2.4170 2.5291 -4.0092  0.088
H71 -2.0127 0.9900 -4.7407  0.093
H72 -3.2836 1.0843 -3.4568  0.074
C46 2.6846 3.9712 -1.0840  -0.021
O37 3.8895 4.7129 -0.8623  0.030
C47 3.8171 5.9950 -1.2211  -0.607
O38 2.8038 6.6038 -1.4439  0.110
O39 5.0512 6.4956 -1.2262  0.011
C48 5.2008 7.7711 -1.8385  -0.040
H73 2.0675 3.9367 -0.1793  0.086
H74 2.9704 2.9760 -1.4019  0.077
H75 1.9863 4.4657 -1.7606  0.088
H76 5.2788 7.6602 -2.9194  0.099
H77 6.1124 8.2281 -1.4611  0.093
H78 4.3817 8.4386 -1.5752  0.093
C49 0.2578 6.5572 0.8143  0.015
O40 0.4650 5.7222 1.9711  -0.009
C50 0.1078 4.4419 1.9204  -0.613
O41 -0.4269 3.8959 0.9947  0.133
O42 0.4564 3.8080 3.0323  -0.015
C51 0.9299 4.4780 4.1957  -0.036
H79 0.9599 6.3667 0.0035  0.076
H80 0.5146 7.5530 1.1661  0.101
H81 -0.7637 6.4649 0.4585  0.084
H82 0.3328 5.3418 4.4697  0.101
H83 1.9924 4.6977 4.0807  0.096
H84 0.8845 3.7420 4.9987  0.094
C52 -1.7660 0.8812 3.8885  -0.016
O43 -3.1689 0.6554 3.9438  0.015
C53 -3.9577 1.4260 3.2003  -0.600
O44 -3.6195 2.4249 2.6108  0.112
O45 -5.1743 0.9185 3.2655  0.015
C54 -6.1634 1.4663 2.4085  -0.027
H85 -1.4767 1.6075 3.1322  0.076
H86 -1.3197 -0.0735 3.6060  0.075
H87 -1.4187 1.1721 4.8773  0.104
H88 -6.4685 2.4372 2.8107  0.097
H89 -7.0408 0.8298 2.4638  0.098
H90 -5.8237 1.5917 1.3825  0.092

=====

Entry from OMol25: C14H28BClGaNO2P as an isolated structure (wB97M-V/def2-TZVPD).

The LUMO energy comes out at 0.104 Ha. As for the spin multiplicity: 1. For the calculated total energy, the calculation gives -95424.782 eV. As for the charge: -1. Its strongest force on any atom is 0.92 eV Å⁻¹. For the gap between HOMO and LUMO, the calculation gives 6.707 eV.

Last column: Löwdin charge in e.
Geometry (Å):
C1 -3.3428 5.4855 -0.5163  -0.067
C2 -3.8075 4.0482 -0.3725  -0.300
C3 -3.0701 3.1608 0.4147  -0.046
C4 -3.4848 1.8457 0.5481  -0.061
C5 -4.6309 1.3716 -0.0926  -0.317
C6 -5.0396 -0.0710 0.0454  -0.271
Ga1 -3.4964 -1.3872 -0.1971  0.259
B1 -2.0680 -0.9098 -1.6830  -0.680
N1 -1.6703 0.4389 -2.1557  0.078
O1 -1.3398 -2.0076 -2.2380  -0.029
P1 -2.2768 -1.7388 1.8264  0.346
O2 -1.7321 -3.3092 1.6232  -0.505
Cl1 -0.4668 -0.6432 1.5983  0.054
C7 -5.3725 2.2718 -0.8579  -0.054
C8 -4.9598 3.5963 -0.9925  -0.071
H1 -2.2684 5.4962 -0.6641  0.068
H2 -3.8131 5.9276 -1.3892  0.062
H3 -3.5995 6.0415 0.3807  0.070
H4 -2.1675 3.4825 0.9118  0.106
H5 -2.8969 1.1754 1.1578  0.069
H6 -5.7434 -0.2958 -0.7572  0.033
H7 -5.5813 -0.2438 0.9749  0.046
H8 -4.1110 -2.8389 -0.5563  -0.068
H9 -0.6511 0.4616 -2.2115  0.045
H10 -1.9819 0.5826 -3.1140  0.049
H11 -1.9236 -2.4153 -2.8845  0.062
H12 -1.3459 -3.3642 0.7408  0.003
H13 -6.2725 1.9386 -1.3523  0.098
H14 -5.5567 4.2717 -1.5891  0.095
C9 6.5663 -2.9714 1.5452  -0.117
C10 6.1388 -2.2474 0.2715  -0.275
C11 5.6091 -0.8371 0.5216  -0.235
C12 4.3525 -0.7660 1.3915  -0.229
C13 3.1576 -1.5611 0.8668  -0.274
C14 2.6550 -1.0808 -0.4905  -0.117
H15 5.7261 -3.1158 2.2254  0.065
H16 6.9716 -3.9577 1.3125  0.065
H17 7.3377 -2.4063 2.0733  0.071
H18 5.3893 -2.8441 -0.2544  0.098
H19 7.0002 -2.1797 -0.3997  0.100
H20 5.4130 -0.3577 -0.4415  0.099
H21 6.3968 -0.2424 0.9977  0.105
H22 4.0612 0.2841 1.4923  0.109
H23 4.5896 -1.1091 2.4032  0.099
H24 2.3433 -1.4754 1.5885  0.067
H25 3.4053 -2.6255 0.8120  0.099
H26 2.3670 -0.0286 -0.4484  0.073
H27 1.7777 -1.6510 -0.7965  0.063
H28 3.4130 -1.1989 -1.2689  0.062